# 1
DFT (ωB97M-V/def2-TZVPD) results for a 2-piece molecular cluster, C5H13NO2 overall at a distorted geometry.

Last column: natural (NBO) charge in e.
Positions of all 21 atoms, in Å:
C1 -1.693460 0.687207 -0.347473  -0.621
C2 -0.331007 0.554499 0.277526  -0.215
C3 -0.166374 1.542770 1.532708  -0.605
C4 -0.089095 -0.821220 0.801902  -0.510
C5 1.172936 -1.583186 0.182355  0.704
N1 1.446479 -2.776306 0.832303  -0.817
O1 1.603261 -1.188090 -0.874544  -0.593
H1 -2.508820 0.125912 0.152855  0.194
H2 -2.116298 1.719988 -0.301310  0.239
H3 -1.715438 0.441658 -1.388527  0.197
H4 0.338824 1.170555 -0.596729  0.212
H5 -0.249932 0.942095 2.377122  0.189
H6 -0.839356 2.339970 1.654923  0.212
H7 0.792311 2.234468 1.617899  0.210
H8 -0.227830 -0.953972 1.920302  0.207
H9 -0.841121 -1.412987 0.587957  0.222
H10 2.276310 -3.260902 0.706724  0.394
H11 1.031685 -2.858441 1.685076  0.376
O2 -1.265944 2.726794 -2.151076  -0.899
H12 -0.563935 2.183427 -1.920258  0.452
H13 -1.558304 2.172318 -2.799303  0.453

Force components x, y, z for each atom (eV/Å):
C -2.48 0.90 1.14
C 1.12 4.85 -0.44
C 2.43 1.22 -1.51
C 4.83 0.34 1.23
C -1.99 0.47 0.39
N -0.37 2.14 -2.40
O 0.77 -0.55 0.45
H 0.61 -0.28 -0.07
H 0.78 -0.69 -0.01
H 0.05 -0.61 -0.53
H -0.76 -2.85 2.44
H 0.13 -0.67 1.79
H -1.79 0.72 -0.44
H -1.18 -2.15 -0.47
H 1.06 0.79 -0.86
H -3.92 -3.03 -2.14
H 1.64 -0.87 -0.60
H -1.13 -0.39 2.68
O -0.23 3.39 1.13
H 2.69 -0.96 1.53
H -2.27 -1.77 -3.31

energy = -10978.878 eV
SMILES = CC(C)CC(N)=O.O
frontier orbital gap = 10.71 eV
total charge = 0



# 2
DFT (ωB97M-V/def2-TZVPD) results for C2H4N4O as an isolated structure at a distorted geometry.

Last column: natural (NBO) charge in e.
Positions of all 11 atoms, in Å:
C1 -0.521331 -0.888086 -0.830835  0.264
C2 -0.669876 0.264293 0.968286  0.546
H1 2.524770 -0.676930 -0.902697  0.467
H2 -0.599941 -1.451572 -1.753918  0.211
H3 -1.792723 0.708989 2.414969  0.374
H4 0.656659 1.666183 0.489995  0.395
N1 0.422711 0.151634 -1.046636  -0.022
N2 -1.042099 -0.977950 0.316077  -0.465
N3 -1.174896 1.093691 1.725986  -0.698
N4 0.572395 0.501797 0.297989  -0.498
O1 1.624330 -0.392050 -1.679214  -0.575

Force components x, y, z for each atom (eV/Å):
C 0.92 -0.48 -1.34
C 2.29 -2.44 -3.08
H -4.62 1.29 -2.79
H -0.54 -0.82 0.58
H -1.04 -0.12 -0.14
H 0.31 -3.95 -1.17
N 0.48 -0.41 0.99
N -2.05 0.16 0.43
N 0.29 0.48 1.61
N 1.10 6.89 1.71
O 2.86 -0.61 3.19

energy = -10141.630 eV
frontier orbital gap = 9.63 eV
total charge = 0



| no. | E_LUMO (eV) |
| --- | --- |
| 1 | 0.776 |
| 2 | 0.053 |